[1]
Computed, not measured: a cluster of 8 separate species, C8H32N12O9 in total at a distorted geometry, with the ωB97M-V functional and the def2-TZVPD basis.

Its SMILES is NC(N)=O.NC(N)=O.NC(N)=O.NC(N)=O.NC(N)=O.NC(N)=O.OCCO.O.

```
61
Properties=species:S:1:pos:R:3:mulliken_charge:R:1
C -0.2870 0.3777 -0.8812 0.6006
O -0.7421 1.4166 -0.3874 -0.8340
N -0.7878 -0.0985 -2.0561 -0.3557
N 0.5849 -0.4262 -0.2455 -0.0690
H -1.7340 0.1592 -2.2655 0.1371
H -0.4250 -0.9509 -2.4427 0.1431
H 0.9012 -0.0919 0.6651 0.0437
H 1.1707 -1.0879 -0.7319 0.2469
C 0.5153 3.3660 2.5840 0.6264
O 0.4743 2.3215 3.2456 -0.8837
N 0.3295 3.3603 1.2372 -0.2408
N 0.7372 4.5709 3.1691 -0.4650
H 0.1228 2.4717 0.7828 0.2283
H 0.8519 4.0453 0.7170 0.2649
H 1.0580 5.3077 2.5681 0.1937
H 0.9826 4.5237 4.1412 0.2684
C -2.6342 -1.9679 -5.6188 0.5931
O -1.7999 -1.2888 -6.1747 -0.6207
N -3.4655 -1.4828 -4.6279 -0.3181
N -2.8875 -3.2869 -5.9042 -0.3832
H -3.9707 -2.1352 -4.0633 0.1986
H -3.3261 -0.5080 -4.4517 0.1228
H -3.5629 -3.8350 -5.4116 0.1660
H -2.2721 -3.6954 -6.5837 0.2267
C -1.2478 -0.6240 3.3632 0.5446
O -0.8868 -1.7788 3.5792 -0.7789
N -1.1092 0.3895 4.2531 -0.3427
N -1.6617 -0.2274 2.1397 -0.2384
H -1.0580 1.3321 3.9031 0.2280
H -0.7034 0.1165 5.1287 0.2370
H -1.6662 -0.8941 1.3894 0.1497
H -2.0100 0.6919 1.9367 0.1458
C -4.8191 0.5405 -2.2529 0.5257
O -4.8141 -0.1390 -1.2461 -0.6402
N -5.6235 0.3063 -3.3453 -0.3476
N -4.0295 1.6278 -2.3881 -0.3369
H -6.4930 -0.1870 -3.2572 0.2421
H -5.6375 1.0447 -4.0288 0.1967
H -3.5750 2.0145 -1.5784 0.1840
H -3.8378 2.1072 -3.2493 0.1941
C 3.3468 -3.7553 0.2753 0.5907
O 2.7734 -2.8496 -0.3140 -0.6348
N 4.3448 -4.4777 -0.3472 -0.4556
N 3.1989 -4.0447 1.5866 -0.3218
H 4.4836 -4.2392 -1.3095 0.2305
H 4.9701 -4.9773 0.2529 0.1728
H 2.5470 -3.4774 2.1084 0.2305
H 3.6299 -4.8265 2.0387 0.1675
C 3.7404 2.3833 0.8163 -0.2436
C 3.3218 1.4665 1.9538 -0.5814
O 1.9825 1.0787 1.7814 -0.2473
O 5.1609 2.4503 0.8319 -0.5321
H 3.3177 3.3867 0.8663 0.2009
H 3.4104 1.8699 -0.0960 0.1843
H 3.4607 2.0641 2.8613 0.3287
H 3.9748 0.5986 2.0336 0.3857
H 1.3963 1.3533 2.5020 0.3563
H 5.4651 3.1762 0.2836 0.3146
O 1.9137 -1.7562 3.4931 -0.7124
H 0.9874 -1.8828 3.7663 0.4431
H 1.9127 -0.9267 3.0040 0.2703
```

---

[2]
Computed, not measured: a cluster of 8 separate species, C8H32N16O8 in total at a distorted geometry, with the ωB97M-V functional and the def2-TZVPD basis.

Its SMILES is NC(N)=O.NC(N)=O.NC(N)=O.NC(N)=O.NC(N)=O.NC(N)=O.NC(N)=O.NC(N)=O.

```
64
Properties=species:S:1:pos:R:3:mulliken_charge:R:1
C 0.1345 -3.6699 4.8684 0.6530
O 0.7613 -3.6808 3.8027 -0.6824
N 0.2305 -2.7091 5.7257 -0.3813
N -0.6646 -4.6318 5.2552 -0.3877
H -0.4356 -2.7056 6.4850 0.1782
H 0.7803 -1.9360 5.3790 0.2348
H -0.7952 -5.4342 4.6559 0.2219
H -1.3059 -4.5339 6.0294 0.1640
C 0.6308 -3.5318 -8.0487 0.6931
O 1.6427 -3.1079 -8.5555 -0.6636
N 0.2322 -4.7623 -8.2152 -0.3927
N 0.0654 -3.0290 -7.0662 -0.3214
H -0.6578 -5.0337 -7.8225 0.1489
H 0.8419 -5.4427 -8.6458 0.2049
H 0.4200 -2.2166 -6.5821 0.1935
H -0.7955 -3.4396 -6.7338 0.1376
C -4.5744 1.1124 -3.0446 0.7145
O -4.4870 0.3639 -2.0843 -0.6889
N -4.3539 2.3817 -2.8853 -0.4160
N -4.8976 0.7676 -4.2213 -0.3894
H -4.0455 2.7618 -2.0019 0.2159
H -4.6730 2.9494 -3.6574 0.1667
H -5.2673 -0.1582 -4.3834 0.2171
H -4.7382 1.3668 -5.0185 0.1804
C 1.3346 4.5061 4.6027 0.6427
O 1.5379 3.3390 4.4681 -0.6596
N 2.1640 5.4062 5.0237 -0.3828
N 0.1941 4.9261 4.1713 -0.4079
H 1.8207 6.3343 5.2259 0.1927
H 3.0019 5.0957 5.4945 0.2399
H 0.0426 5.9182 4.0574 0.1568
H -0.5014 4.2366 3.9246 0.2182
C 1.1220 0.6288 -0.7257 0.6396
O 0.9511 0.3579 -1.9086 -0.6663
N 0.1758 0.2599 0.1112 -0.3537
N 2.2039 1.2333 -0.1815 -0.3839
H -0.7933 0.0677 -0.0983 0.2165
H 0.5167 0.3405 1.0585 0.1402
H 2.2538 1.5703 0.7693 0.1880
H 3.0769 1.0766 -0.6645 0.2198
C 6.2151 2.3442 7.3699 0.6442
O 5.4706 3.0396 8.0949 -0.6656
N 5.9962 1.9518 6.1828 -0.3469
N 7.4096 1.9283 7.7592 -0.4074
H 5.1250 2.1669 5.7194 0.2201
H 6.8334 1.7113 5.6715 0.1664
H 8.1878 1.6471 7.1799 0.1787
H 7.4351 1.8703 8.7672 0.2099
C 1.1257 3.7002 -6.5533 0.6085
O 1.6685 4.6576 -7.0801 -0.6576
N 0.2899 3.7617 -5.5321 -0.4210
N 1.2907 2.5266 -6.9114 -0.3673
H 0.2515 2.9995 -4.8704 0.2210
H -0.3736 4.5231 -5.5319 0.1757
H 0.5454 1.8858 -6.6790 0.2078
H 1.9821 2.4410 -7.6427 0.2321
C -5.1833 -5.3407 1.1333 0.6254
O -4.5593 -5.9495 1.9931 -0.6398
N -5.9249 -5.8073 0.1517 -0.4005
N -5.0620 -4.0066 1.0255 -0.3722
H -6.2868 -5.2638 -0.6188 0.2013
H -5.7688 -6.7909 -0.0165 0.2329
H -5.3903 -3.4965 0.2179 0.1486
H -4.4274 -3.4773 1.6062 0.2040
```

---

Values of highest occupied orbital energy, in order: -9.398; -9.333, all in eV.
Values of ΔE to the lowest compared entry with this formula, charge and spin, in order: 24.03; 167.93, all in kcal/mol.